# 1
{"formula": "C11H32AgNO2SbSi3", "method": "ωB97M-V/def2-TZVPD", "elements": ["Ag", "N", "C", "C", "O", "O", "H", "H", "H", "H", "H", "C", "Si", "C", "C", "Sb", "Si", "C", "C", "C", "Si", "C", "C", "C", "H", "H", "H", "H", "H", "H", "H", "H", "H", "H", "H", "H", "H", "H", "H", "H", "H", "H", "H", "H", "H", "H", "H", "H", "H", "H", "H"], "positions_angstrom": [[0.547, 0.501, -0.081], [0.639, -0.510, 4.794], [-0.209, -1.249, 3.862], [0.007, -0.659, 2.482], [-0.352, -1.157, 1.446], [0.661, 0.494, 2.494], [0.264, -0.530, 5.733], [0.877, 0.693, 3.444], [1.571, -0.913, 4.839], [-1.267, -1.122, 4.117], [-0.017, -2.326, 3.814], [2.420, 3.558, -3.990], [1.073, 4.289, -2.855], [-0.245, 5.244, -3.848], [1.773, 5.353, -1.434], [-0.300, 2.322, -1.821], [-1.380, 0.987, -3.799], [0.101, 0.134, -4.642], [-2.407, 2.070, -4.986], [-2.398, -0.340, -2.889], [-2.146, 3.403, -0.324], [-1.233, 4.188, 1.154], [-3.140, 1.913, 0.328], [-3.219, 4.657, -1.274], [2.995, 4.342, -4.476], [1.977, 2.950, -4.774], [3.117, 2.931, -3.442], [0.174, 6.106, -4.356], [-1.036, 5.595, -3.194], [-0.697, 4.604, -4.599], [2.326, 6.206, -1.817], [2.444, 4.787, -0.793], [0.971, 5.740, -0.812], [0.786, 0.842, -5.097], [-0.223, -0.553, -5.418], [0.662, -0.437, -3.906], [-1.775, 2.686, -5.618], [-3.089, 2.725, -4.452], [-3.000, 1.438, -5.640], [-1.819, -0.738, -2.057], [-2.653, -1.167, -3.544], [-3.324, 0.058, -2.488], [-0.602, 3.451, 1.646], [-1.933, 4.569, 1.891], [-0.596, 5.013, 0.855], [-2.464, 1.105, 0.612], [-3.820, 1.522, -0.421], [-3.731, 2.176, 1.200], [-2.684, 5.586, -1.450], [-4.108, 4.898, -0.702], [-3.537, 4.266, -2.236]], "lowdin_charge": [0.52, 0.01, -0.13, -0.55, 0.04, 0.04, 0.10, 0.11, 0.11, 0.15, 0.14, -0.22, 0.37, -0.21, -0.22, 0.79, 0.37, -0.22, -0.21, -0.23, 0.36, -0.22, -0.23, -0.21, 0.03, 0.01, 0.03, 0.03, 0.01, 0.01, 0.03, 0.03, 0.01, 0.01, 0.03, 0.02, 0.02, 0.02, 0.03, 0.01, 0.03, 0.02, 0.01, 0.03, 0.01, 0.00, 0.02, 0.03, 0.02, 0.03, 0.02], "e_lumo_ev": -2.64, "orbital_gap_ev": 8.728, "e_homo_ha": -0.4177, "total_energy_ha": -1899.1719, "fmax_ev_per_a": 0.857, "charge": 1}

# 2
{"formula": "C36H64AlGeN2O10P2S", "method": "ωB97M-V/def2-TZVPD", "elements": ["Al", "C", "C", "C", "O", "P", "O", "C", "P", "O", "O", "C", "C", "C", "O", "C", "C", "C", "O", "C", "C", "C", "H", "H", "H", "H", "H", "H", "H", "H", "H", "H", "H", "H", "H", "H", "H", "H", "H", "H", "H", "H", "H", "H", "H", "H", "H", "H", "H", "H", "H", "H", "O", "C", "C", "C", "C", "C", "C", "C", "C", "N", "H", "H", "H", "H", "H", "H", "H", "H", "H", "H", "H", "O", "S", "O", "N", "C", "O", "C", "C", "C", "C", "C", "C", "H", "H", "H", "H", "C", "C", "C", "C", "Ge", "C", "C", "C", "C", "H", "H", "H", "H", "H", "H", "H", "H", "H", "H", "H", "H", "H", "H", "H", "H", "H", "H", "H"], "positions_angstrom": [[0.235, -0.294, 0.175], [2.480, -3.947, 0.104], [1.213, -4.684, -0.259], [1.435, -5.989, -0.976], [0.445, -3.808, -1.205], [-0.828, -3.035, -0.793], [-0.515, -1.926, 0.219], [-1.420, -2.299, -2.317], [-0.605, -0.755, -2.800], [0.323, -0.326, -1.668], [0.090, -0.958, -4.158], [1.391, -1.482, -4.655], [1.806, -2.719, -3.901], [2.388, -0.350, -4.622], [-1.639, 0.370, -2.989], [-2.725, 0.580, -4.009], [-3.244, -0.722, -4.574], [-2.171, 1.530, -5.041], [-1.820, -4.052, -0.229], [-3.308, -3.927, -0.040], [-3.946, -5.032, -0.840], [-3.567, -3.988, 1.441], [3.014, -4.504, 0.874], [2.261, -2.952, 0.499], [3.136, -3.854, -0.764], [0.586, -4.836, 0.621], [2.025, -5.835, -1.880], [0.489, -6.458, -1.242], [1.981, -6.670, -0.322], [-2.484, -2.089, -2.180], [-1.310, -3.032, -3.119], [1.152, -1.740, -5.684], [2.004, -2.506, -2.849], [2.723, -3.105, -4.347], [1.054, -3.505, -3.961], [2.546, 0.005, -3.600], [2.052, 0.485, -5.233], [3.341, -0.699, -5.022], [-3.500, 1.054, -3.408], [-2.457, -1.304, -5.058], [-3.982, -0.482, -5.340], [-3.754, -1.325, -3.823], [-1.345, 1.075, -5.589], [-1.829, 2.457, -4.581], [-2.957, 1.780, -5.754], [-3.593, -2.950, -0.427], [-3.721, -6.007, -0.409], [-3.613, -5.021, -1.878], [-5.027, -4.890, -0.831], [-3.271, -4.955, 1.846], [-4.634, -3.850, 1.615], [-3.034, -3.197, 1.971], [0.390, -0.650, 2.133], [1.441, -0.465, 3.144], [1.600, 0.995, 3.497], [1.577, 1.881, 2.242], [2.515, 1.364, 1.185], [3.836, 1.783, 1.171], [4.737, 1.240, 0.273], [4.296, 0.264, -0.611], [2.975, -0.102, -0.572], [2.080, 0.431, 0.297], [-0.360, -1.131, 2.502], [2.350, -0.875, 2.705], [1.174, -1.077, 4.001], [2.550, 1.098, 4.025], [0.815, 1.321, 4.180], [1.860, 2.899, 2.505], [0.560, 1.919, 1.860], [4.150, 2.539, 1.878], [5.769, 1.566, 0.265], [4.964, -0.200, -1.323], [2.588, -0.840, -1.258], [-5.163, -0.844, -0.205], [-4.494, 0.378, -0.510], [-4.777, 1.085, -1.720], [-2.822, 0.107, -0.512], [-2.279, 0.913, 0.311], [-0.944, 1.098, 0.333], [-3.146, 1.727, 1.188], [-2.813, 2.597, 2.209], [-3.853, 3.215, 2.900], [-5.180, 2.957, 2.571], [-5.515, 2.083, 1.538], [-4.472, 1.491, 0.863], [-1.779, 2.797, 2.461], [-3.630, 3.903, 3.704], [-5.971, 3.443, 3.128], [-6.548, 1.887, 1.282], [-1.187, 6.279, -1.051], [-2.430, 5.958, -1.869], [-2.444, 4.542, -2.439], [-2.360, 3.449, -1.345], [-0.543, 3.078, -0.847], [0.894, 2.740, -2.082], [1.518, 4.085, -2.507], [2.715, 3.861, -3.436], [2.301, 3.394, -4.827], [-1.189, 7.312, -0.704], [-0.275, 6.148, -1.640], [-1.121, 5.664, -0.145], [-2.510, 6.662, -2.698], [-3.323, 6.102, -1.256], [-1.638, 4.428, -3.173], [-3.372, 4.376, -2.986], [-2.801, 2.513, -1.706], [-2.890, 3.748, -0.441], [-0.030, 3.580, 0.497], [0.523, 2.176, -2.936], [1.635, 2.133, -1.561], [1.833, 4.654, -1.628], [0.780, 4.695, -3.033], [3.396, 3.137, -2.975], [3.270, 4.797, -3.519], [1.772, 2.438, -4.798], [3.169, 3.269, -5.473], [1.643, 4.124, -5.301]], "lowdin_charge": [-0.03, -0.02, -0.38, -0.02, -0.17, 0.55, -0.13, -0.16, 0.54, -0.17, -0.14, -0.35, -0.03, -0.02, -0.18, -0.36, -0.02, -0.01, -0.14, -0.38, -0.01, -0.02, 0.11, 0.06, 0.09, 0.14, 0.10, 0.10, 0.11, 0.07, 0.11, 0.16, 0.06, 0.11, 0.09, 0.07, 0.07, 0.11, 0.10, 0.09, 0.11, 0.08, 0.09, 0.07, 0.11, 0.11, 0.10, 0.09, 0.11, 0.10, 0.11, 0.08, -0.02, -0.11, -0.12, -0.13, -0.22, 0.04, 0.02, 0.00, -0.08, 0.10, 0.15, 0.13, 0.15, 0.14, 0.13, 0.14, 0.06, 0.14, 0.14, 0.13, 0.10, -0.24, 0.70, -0.26, 0.06, -0.43, -0.11, -0.17, 0.00, -0.02, -0.01, 0.01, -0.20, 0.12, 0.12, 0.13, 0.14, -0.10, -0.24, -0.25, -0.26, 1.19, -0.29, -0.27, -0.24, -0.09, 0.09, 0.06, 0.04, 0.12, 0.12, 0.09, 0.12, 0.05, 0.08, 0.02, 0.06, 0.05, 0.11, 0.10, 0.10, 0.12, 0.03, 0.09, 0.09], "e_lumo_ev": -7.76, "orbital_gap_ev": 9.039, "e_homo_ha": -0.6175, "total_energy_ha": -5671.8811, "fmax_ev_per_a": 0.486, "charge": 3}

# 3
{"formula": "C12H18N2", "method": "ωB97M-V/def2-TZVPD", "elements": ["C", "C", "C", "C", "N", "C", "C", "C", "C", "C", "C", "N", "C", "C", "H", "H", "H", "H", "H", "H", "H", "H", "H", "H", "H", "H", "H", "H", "H", "H", "H", "H"], "positions_angstrom": [[3.043, -1.812, 1.132], [3.103, -1.217, -0.275], [2.134, -0.062, -0.332], [2.474, 1.265, -0.098], [1.622, 2.267, -0.152], [0.313, 2.006, -0.337], [-0.181, 0.728, -0.518], [-1.690, 0.566, -0.674], [-2.075, -0.664, -1.554], [-2.291, -1.840, -0.505], [-2.169, -1.165, 0.835], [-2.418, 0.257, 0.560], [-2.169, 1.094, 1.721], [0.760, -0.320, -0.586], [3.716, -2.658, 1.285], [1.967, -2.094, 1.387], [3.311, -1.011, 1.857], [4.130, -0.864, -0.484], [2.793, -1.945, -1.042], [3.497, 1.567, 0.153], [-0.357, 2.868, -0.301], [-2.029, 1.525, -1.034], [-2.981, -0.475, -2.090], [-1.293, -0.834, -2.316], [-1.539, -2.623, -0.601], [-3.234, -2.353, -0.704], [-2.935, -1.533, 1.566], [-1.176, -1.340, 1.305], [-2.249, 2.158, 1.507], [-1.148, 0.915, 2.141], [-2.914, 0.886, 2.488], [0.497, -1.339, -0.826]], "lowdin_charge": [-0.11, -0.22, -0.22, -0.13, 0.06, -0.10, -0.16, -0.27, -0.10, -0.15, -0.21, -0.18, -0.09, 0.04, 0.07, 0.09, 0.08, 0.11, 0.11, 0.12, 0.12, 0.13, 0.09, 0.11, 0.09, 0.10, 0.13, 0.11, 0.08, 0.09, 0.08, 0.11], "e_above_lowest_kj_mol": 0.0, "e_lumo_ev": 0.89, "orbital_gap_ev": 9.448, "e_homo_ha": -0.3147, "total_energy_ha": -577.5493, "fmax_ev_per_a": 1.572, "smiles": "CCc1cncc([C@H]2CCCN2C)c1", "charge": 0}

# 4
{"formula": "C28H36CoN9O4S", "method": "ωB97M-V/def2-TZVPD", "elements": ["Co", "C", "N", "C", "C", "N", "N", "C", "N", "N", "H", "H", "H", "H", "H", "H", "H", "H", "H", "H", "H", "C", "H", "H", "H", "O", "C", "O", "C", "C", "C", "C", "C", "C", "N", "O", "O", "H", "H", "H", "H", "C", "N", "C", "C", "N", "C", "S", "H", "H", "H", "H", "H", "H", "H", "H", "C", "C", "C", "C", "C", "C", "N", "C", "C", "C", "C", "C", "C", "H", "H", "H", "H", "H", "H", "H", "H", "H", "H"], "positions_angstrom": [[0.330, 0.268, 0.708], [-0.677, -5.103, 0.120], [-1.185, -3.798, 0.503], [-2.342, -3.748, 1.374], [-0.493, -2.646, 0.267], [-0.715, -1.537, 0.879], [0.487, -2.779, -0.700], [1.286, -1.774, -1.236], [1.707, -2.074, -2.517], [1.655, -0.753, -0.569], [-0.994, -5.835, 0.860], [0.413, -5.108, 0.108], [-1.050, -5.425, -0.858], [-2.904, -4.673, 1.263], [-3.002, -2.928, 1.088], [-2.063, -3.634, 2.428], [-1.402, -1.640, 1.613], [0.315, -3.527, -1.352], [0.914, -2.301, -3.107], [2.208, -1.293, -2.924], [2.203, -0.115, -1.152], [-0.110, 2.121, 1.486], [0.805, 2.694, 1.676], [-0.639, 2.082, 2.445], [-0.732, 2.706, 0.801], [-1.182, -1.174, -2.397], [-1.546, -0.129, -1.841], [-0.831, 0.675, -1.165], [-3.021, 0.239, -1.920], [-3.876, -0.462, -2.764], [-5.222, -0.134, -2.847], [-5.733, 0.898, -2.075], [-4.862, 1.575, -1.238], [-3.517, 1.278, -1.142], [-5.403, 2.676, -0.406], [-4.642, 3.236, 0.353], [-6.581, 2.949, -0.526], [-3.456, -1.270, -3.349], [-5.876, -0.681, -3.512], [-6.774, 1.180, -2.111], [-2.859, 1.827, -0.486], [3.008, 4.203, -4.469], [1.782, 3.743, -3.873], [0.561, 4.524, -3.992], [-0.438, 3.703, -3.166], [0.442, 2.856, -2.381], [1.688, 2.841, -2.868], [2.961, 1.888, -2.305], [3.245, 5.217, -4.133], [2.919, 4.207, -5.557], [3.809, 3.530, -4.174], [0.264, 4.625, -5.037], [0.711, 5.528, -3.580], [-1.097, 3.102, -3.800], [-1.055, 4.329, -2.522], [0.060, 2.087, -1.813], [5.454, 1.073, 2.761], [4.939, 0.219, 3.735], [3.643, -0.237, 3.650], [2.818, 0.156, 2.565], [3.350, 1.055, 1.603], [4.652, 1.491, 1.701], [1.548, -0.262, 2.402], [1.010, -1.223, 3.278], [1.487, -2.534, 3.281], [0.849, -3.494, 4.052], [-0.251, -3.154, 4.829], [-0.716, -1.845, 4.831], [-0.099, -0.880, 4.050], [6.475, 1.425, 2.838], [5.559, -0.084, 4.569], [3.242, -0.888, 4.414], [2.730, 1.410, 0.792], [5.042, 2.167, 0.951], [2.335, -2.790, 2.659], [1.217, -4.512, 4.047], [-0.740, -3.906, 5.435], [-1.570, -1.573, 5.438], [-0.467, 0.137, 4.015]], "lowdin_charge": [0.63, -0.05, -0.14, -0.04, -0.40, 0.13, 0.15, -0.49, 0.15, 0.11, 0.09, 0.09, 0.09, 0.09, 0.10, 0.08, 0.06, 0.13, 0.09, 0.09, -0.04, -0.21, -0.04, -0.04, -0.04, 0.01, -0.59, -0.14, -0.11, -0.01, -0.06, -0.01, -0.13, 0.06, -0.36, 0.08, 0.07, 0.11, 0.10, 0.12, 0.12, -0.07, -0.18, -0.12, -0.13, 0.04, -0.80, 0.62, 0.09, 0.09, 0.04, 0.12, 0.12, 0.12, 0.12, 0.09, -0.07, -0.08, 0.00, -0.26, -0.01, -0.06, 0.09, -0.31, -0.04, -0.09, -0.11, -0.08, -0.02, 0.10, 0.10, 0.11, 0.06, 0.11, 0.12, 0.10, 0.10, 0.11, 0.11], "e_above_lowest_kj_mol": 89.5, "e_lumo_ev": [0.07, -1.52], "orbital_gap_ev": [7.160, 6.280], "e_homo_ha": [-0.2605, -0.2867], "total_energy_ha": -3663.2529, "fmax_ev_per_a": 0.481, "charge": 0, "multiplicity": 5, "s_squared": 6.051}